1.
A 4-piece molecular cluster, C14H21Cl6FN overall, computed with ωB97M-V/def2-TZVPD.

XYZ file:
```
43
Properties=species:S:1:pos:R:3:forces:R:3:nbo_charge:R:1
C 2.24873 -1.09365 -0.08170 -1.206 0.155 0.280 -0.650
C 0.68021 -0.93999 -0.13103 -0.429 0.457 -0.355 -0.081
C -0.07868 -1.94698 -0.97229 -2.507 3.225 0.753 -0.257
C -1.53765 -1.79094 -1.05136 2.971 1.347 1.298 -0.201
C -2.17013 -0.68291 -0.29945 0.185 1.035 0.205 0.031
C -3.74488 -0.58987 -0.38563 0.615 -1.051 -0.119 -0.312
N -4.28064 -1.91869 -0.11825 -0.221 1.199 1.899 -0.438
F -4.55775 -2.58876 -1.36818 0.098 -0.137 -1.582 -0.398
C -1.45088 0.29863 0.53624 2.106 -4.199 -1.568 -0.311
C 0.04887 0.14207 0.61142 -2.193 -2.643 -1.083 -0.206
H 2.46801 -2.18623 -0.22164 0.186 1.172 0.111 0.209
H 2.59973 -0.73640 0.92375 -0.121 -0.489 -0.892 0.205
H 2.72127 -0.45936 -0.86836 -0.199 -0.646 0.559 0.210
H 0.42593 -2.77418 -1.52257 -0.268 0.942 0.582 0.214
H -2.10695 -2.52793 -1.65149 0.031 0.844 0.697 0.246
H -4.04742 -0.14758 -1.37623 0.188 -0.327 0.622 0.168
H -4.13468 0.09030 0.42727 0.527 -0.458 -0.659 0.175
H -1.94528 1.09395 1.11430 -0.105 -1.167 -0.368 0.229
H 0.61576 0.86530 1.24386 -0.189 -1.037 -0.706 0.205
Cl -0.74219 2.58912 0.03556 0.468 2.892 -0.322 -0.008
C 0.12116 4.12390 0.36100 -0.159 0.122 -0.240 -0.419
C -0.32786 4.76789 1.65344 0.272 -0.001 -0.042 -0.380
Cl -2.00078 5.37839 1.55818 -0.057 0.010 0.032 -0.072
H -0.02971 4.79021 -0.48978 0.012 0.056 0.127 0.210
H 1.18342 3.88207 0.41910 -0.094 0.006 0.072 0.223
H 0.30738 5.62481 1.88122 -0.044 -0.009 -0.047 0.210
H -0.27110 4.06935 2.48796 -0.108 -0.020 -0.108 0.220
Cl 3.14708 3.34825 -1.43750 0.114 -0.014 0.043 -0.079
C 2.73014 2.68278 -3.03866 -0.135 -0.010 -0.386 -0.376
C 1.27654 2.27305 -3.13169 -0.084 -0.204 -0.064 -0.413
Cl 0.90838 0.85838 -2.11267 0.199 0.698 -0.913 -0.007
H 3.39462 1.84271 -3.23747 -0.076 0.003 0.145 0.219
H 2.94194 3.46499 -3.76906 -0.027 0.015 0.083 0.211
H 1.03941 1.99507 -4.16013 0.112 0.088 -0.009 0.217
H 0.61098 3.08470 -2.83518 0.068 -0.032 0.062 0.217
Cl 0.47566 -3.02756 1.22749 0.226 -1.771 1.775 0.001
C 1.12647 -4.26453 2.34683 -0.163 0.002 0.047 -0.415
C 0.04546 -5.16623 2.90370 0.246 -0.191 -0.014 -0.382
Cl -1.04440 -4.30071 4.01591 -0.014 0.008 0.009 -0.061
H 1.66608 -3.75106 3.14372 -0.106 -0.044 0.009 0.209
H 1.84393 -4.85900 1.77735 -0.086 -0.052 0.034 0.206
H 0.49684 -5.97966 3.47445 -0.011 0.056 0.013 0.203
H -0.55931 -5.60148 2.10891 -0.023 0.168 0.023 0.225
```
Forces are in eV/Å.

Values from the calculation:
- HOMO energy: -1.51 eV
- Net charge: -1
- Gap between HOMO and LUMO: 3.84 eV
- LUMO energy: 2.33 eV



2.
C59H57BrN7SbTi as an isolated structure, computed with ωB97M-V/def2-TZVPD.

XYZ file:
```
126
Properties=species:S:1:pos:R:3:forces:R:3:mulliken_charge:R:1
Ti -0.38493 -0.13745 1.17334 0.148 1.093 -0.150 -2.111
C 2.18467 -1.33866 4.74028 0.040 -0.013 0.004 -0.727
C 1.20094 -1.88984 5.56037 -0.035 -0.016 -0.029 -1.132
C -0.09393 -1.97821 5.09171 0.098 0.076 0.007 -0.836
C -0.40226 -1.52351 3.80043 -0.287 -0.210 0.076 0.697
C 0.55886 -0.92893 2.95910 -0.358 0.028 -0.036 0.460
C 1.85606 -0.85699 3.48488 0.138 0.060 -0.156 -0.030
C -1.74968 -1.76257 3.23755 -0.009 -0.380 0.367 1.114
C -2.85424 -2.22866 4.01496 0.064 0.136 -0.083 -1.241
C -4.04015 -2.50241 3.41486 0.068 0.008 0.074 -1.450
C -4.16726 -2.37064 2.00677 -0.181 -0.115 0.079 1.378
C -5.35054 -2.69371 1.30656 0.098 0.052 0.045 -0.752
C -5.40039 -2.57784 -0.05542 0.082 0.038 -0.059 -0.729
C -4.26377 -2.13972 -0.76612 -0.127 -0.068 0.013 -0.825
C -3.10864 -1.81625 -0.10888 -0.033 0.014 0.054 -0.580
C -3.04370 -1.91986 1.29854 0.077 0.078 -0.235 0.050
N -1.87576 -1.59178 1.93399 0.214 0.328 -0.139 1.430
H 3.20471 -1.27106 5.10175 0.009 0.032 -0.006 0.468
H 1.44801 -2.24646 6.55210 0.007 -0.010 0.001 0.364
H -0.84902 -2.42431 5.72555 -0.004 0.001 0.013 0.280
H 2.62985 -0.36813 2.89687 -0.013 -0.022 0.022 0.596
H -2.73978 -2.33280 5.08258 -0.055 -0.008 0.019 0.461
H -4.89437 -2.83098 3.99465 -0.002 -0.009 0.011 0.422
H -6.21132 -3.03426 1.86879 -0.018 -0.016 0.001 0.423
H -6.30528 -2.82924 -0.59220 -0.020 0.005 -0.006 0.409
H -4.30392 -2.06183 -1.84476 -0.009 0.012 -0.018 0.505
H -2.23076 -1.49654 -0.65665 0.008 0.036 0.033 0.285
C -6.99513 0.96003 1.76594 -0.014 -0.008 -0.012 -1.490
C -6.27596 2.19554 1.20534 0.024 0.014 -0.019 2.283
C -6.80208 2.46808 -0.20324 -0.016 0.000 0.012 -2.158
C -6.59056 3.41061 2.08670 -0.019 0.031 -0.036 -1.805
C -4.78079 1.91321 1.21360 -0.112 -0.002 -0.038 0.649
C -4.10340 1.75708 2.45784 0.402 -0.134 -0.099 -1.444
C -2.80143 1.35197 2.46365 -0.338 0.275 0.688 -1.036
N -2.08837 1.09915 1.35095 0.817 -1.282 -0.897 1.093
C -2.68009 1.33345 0.14123 -0.269 0.270 -0.302 -0.025
C -4.04773 1.72271 0.08077 0.172 0.061 0.090 -0.342
C -1.88199 1.11600 -1.01234 -0.016 0.099 -0.289 -0.323
C -2.25213 1.55263 -2.31383 -0.006 -0.183 0.130 -0.351
C -1.42598 1.39255 -3.38648 0.128 -0.027 -0.081 -0.456
C -0.15853 0.77564 -3.14536 -0.145 0.018 0.313 -1.162
C 0.14273 0.34583 -1.89072 0.519 -0.115 -0.449 -1.636
N -0.67689 0.47149 -0.82549 -0.605 0.048 1.229 2.035
C -1.76913 1.85997 -4.79208 -0.003 0.009 0.015 2.099
C -1.63798 0.68246 -5.76701 -0.032 -0.021 -0.001 -1.616
C -0.78693 2.96561 -5.20035 0.012 0.037 -0.013 -1.654
C -3.19189 2.40723 -4.88653 -0.003 0.026 -0.018 -2.101
H -8.07547 1.11794 1.77008 -0.036 0.012 0.010 0.455
H -6.67837 0.74996 2.78839 0.010 -0.009 0.026 0.322
H -6.77472 0.07960 1.15878 0.004 -0.002 -0.004 0.218
H -7.86915 2.69081 -0.15661 -0.015 0.003 0.002 0.448
H -6.67503 1.60314 -0.85594 0.007 -0.028 -0.008 0.374
H -6.30031 3.32211 -0.66122 0.014 0.022 0.002 0.409
H -7.65752 3.63640 2.04044 -0.022 0.001 0.013 0.476
H -6.04079 4.29094 1.75079 0.008 0.012 -0.025 0.396
H -6.33579 3.23490 3.13086 0.019 -0.013 0.033 0.299
H -4.60269 1.93088 3.39952 -0.010 -0.022 0.029 0.378
H -2.26653 1.20144 3.39723 -0.057 -0.010 0.002 0.562
H -4.50732 1.82329 -0.88991 -0.013 -0.015 -0.013 0.368
H -3.20391 2.04721 -2.43093 -0.012 0.004 -0.006 0.654
H 0.56764 0.63651 -3.93321 0.020 -0.018 -0.026 0.699
H 1.09226 -0.14305 -1.68779 -0.070 0.042 -0.068 0.430
H -0.62662 0.27704 -5.78116 0.030 -0.001 0.001 0.308
H -1.88325 1.00810 -6.77922 0.000 0.004 -0.036 0.454
H -2.31884 -0.12544 -5.49292 -0.018 -0.004 0.009 0.344
H 0.24559 2.61845 -5.15365 0.020 -0.011 -0.007 0.303
H -0.87993 3.82906 -4.53964 -0.004 -0.002 0.019 0.342
H -0.98715 3.29351 -6.22220 -0.009 0.003 -0.030 0.455
H -3.92941 1.65788 -4.59360 -0.010 -0.019 0.000 0.410
H -3.40298 2.70079 -5.91594 0.002 0.000 -0.018 0.417
H -3.32951 3.28931 -4.25940 0.011 0.011 0.024 0.391
C 8.51515 -2.83905 0.40591 0.040 -0.014 0.030 -0.477
C 7.88345 -2.97668 -0.81921 0.026 -0.018 -0.027 -0.678
C 6.60405 -2.46978 -1.00862 -0.005 -0.008 -0.145 -0.432
C 5.93986 -1.80982 0.01856 -0.001 -0.048 0.110 0.860
C 6.58448 -1.68732 1.24911 0.013 0.057 0.042 -0.558
C 7.86273 -2.18776 1.44296 0.016 -0.003 -0.003 -0.690
Sb 3.88979 -1.18375 -0.10957 0.044 -0.079 0.099 0.740
C 3.71521 -1.38414 -2.22447 0.009 0.026 -0.109 0.376
C 2.72953 -2.21547 -2.74816 -0.114 -0.017 0.049 -0.768
C 2.56697 -2.35737 -4.12058 -0.027 -0.013 -0.022 -0.364
C 3.39740 -1.66826 -4.98848 0.006 0.010 -0.041 -0.662
C 4.40260 -0.85449 -4.48153 0.010 0.014 -0.052 -0.723
C 4.56005 -0.71655 -3.11196 0.081 -0.016 0.046 -0.372
C 4.24284 0.91442 -0.00391 -0.005 0.108 -0.019 0.901
C 4.01487 1.79386 -1.05719 0.011 -0.013 -0.050 -0.170
C 4.30422 3.14463 -0.92233 -0.018 0.013 -0.022 -0.814
C 4.79144 3.63851 0.27684 -0.032 0.068 -0.004 -0.620
C 4.97306 2.77939 1.34871 0.012 0.024 0.046 -0.732
C 4.70046 1.42838 1.20696 0.015 -0.012 0.024 -0.472
H 9.50925 -3.24023 0.55544 0.011 0.010 -0.008 0.373
H 8.38628 -3.48060 -1.63494 0.005 -0.011 -0.009 0.390
H 6.13225 -2.58784 -1.97741 -0.014 -0.016 0.026 0.359
H 6.09400 -1.18858 2.07794 -0.035 -0.016 0.014 0.168
H 8.34541 -2.07499 2.40524 0.013 0.006 0.009 0.403
H 2.05854 -2.75367 -2.08663 0.039 0.020 -0.025 0.136
H 1.78814 -3.00243 -4.50702 -0.014 0.005 0.000 0.429
H 3.26423 -1.76300 -6.05857 0.017 -0.021 -0.008 0.390
H 5.06616 -0.32652 -5.15483 -0.007 0.007 -0.007 0.417
H 5.35775 -0.08956 -2.73114 -0.013 0.032 0.013 0.570
H 3.60923 1.43787 -1.99593 0.009 -0.025 -0.012 0.342
H 4.13250 3.81468 -1.75569 -0.014 0.007 -0.002 0.422
H 4.99445 4.69555 0.39065 0.006 0.005 -0.003 0.418
H 5.31553 3.16442 2.30060 0.002 0.003 0.008 0.409
H 4.84860 0.77744 2.06160 -0.021 -0.025 0.023 -0.052
N 1.66143 -6.28158 0.07930 -0.069 0.061 0.076 -0.427
C 1.47693 -4.96963 0.34762 -0.021 -0.262 -0.041 0.390
N 2.24826 -4.40574 1.28956 -0.025 0.118 -0.074 -0.171
N 0.54343 -4.33313 -0.35138 0.315 0.189 0.319 -0.930
C 0.49365 -3.05486 -0.05613 0.040 0.114 -0.062 0.543
N 0.52929 -1.93368 0.23287 -0.559 0.077 -0.160 0.599
H 2.13336 -6.86085 0.75095 0.017 -0.003 -0.016 0.225
H 0.94764 -6.71959 -0.47814 0.022 0.027 -0.049 0.268
H 3.06518 -4.87885 1.63433 -0.024 -0.036 0.002 0.268
H 2.21697 -3.40011 1.42441 -0.018 -0.079 0.021 -0.132
Br 2.45392 6.02697 2.63894 0.013 0.028 0.015 -0.213
C 1.71038 4.31805 2.25248 0.011 -0.044 0.020 -0.357
C 1.46991 3.96432 0.93924 0.068 0.004 -0.039 -0.776
C 0.97500 2.69737 0.66043 -0.046 -0.031 -0.141 -0.120
C 0.69076 1.74485 1.64993 -0.043 -0.423 0.050 1.408
C 0.94001 2.17496 2.96176 -0.030 -0.084 0.104 -0.132
C 1.44396 3.43219 3.27854 -0.003 0.052 -0.032 -0.794
H 1.67333 4.66469 0.13965 0.021 0.003 -0.008 0.476
H 0.80357 2.46389 -0.38584 -0.005 0.015 0.014 0.193
H 0.73892 1.50904 3.79505 0.022 -0.003 -0.018 0.289
H 1.63433 3.71104 4.30717 -0.018 0.008 0.001 0.465
```
Forces are in eV/Å.

Values from the calculation:
- HOMO energy (alpha / beta): -4.79 / -4.72 eV
- Gap between HOMO and LUMO (alpha / beta): 4.69 / 4.58 eV
- LUMO energy (alpha / beta): -0.10 / -0.14 eV



3.
H4OP2S as an isolated structure, computed with ωB97M-V/def2-TZVPD.

XYZ file:
```
8
Properties=species:S:1:pos:R:3:forces:R:3:nbo_charge:R:1
O -0.83949 1.63033 -0.49645 3.805 -3.012 -1.839 -0.967
P 1.42348 -0.38408 0.89366 -0.702 -1.012 1.299 0.029
P 0.00081 -0.42276 -0.75566 -2.391 2.928 0.388 0.797
S -1.06526 -2.00903 -1.09431 0.689 1.046 0.290 -0.401
H -1.61533 1.51343 -0.02677 -2.659 -0.445 1.624 0.445
H 0.59917 -1.34681 1.70950 0.901 1.016 -0.973 0.042
H 0.95940 0.76401 1.60835 -0.074 -0.254 -0.509 0.054
H 0.53721 0.25492 -1.83831 0.430 -0.268 -0.280 0.002
```
Forces are in eV/Å.

Values from the calculation:
- Energy relative to the best compared isomer or geometry (same formula, charge and spin): 46.0 kcal/mol
- HOMO energy: -9.67 eV
- Gap between HOMO and LUMO: 8.80 eV
- LUMO energy: -0.87 eV



4.
A 2-piece molecular cluster, C6H15NOSi overall, computed with ωB97M-V/def2-TZVPD.

XYZ file:
```
24
Properties=species:S:1:pos:R:3:forces:R:3:nbo_charge:R:1
C 1.69747 -0.79723 0.15851 -1.619 1.230 -0.433 0.265
C 1.53456 -2.26624 0.53501 0.723 1.635 -1.473 -0.707
C 2.80742 1.23754 -0.55255 -1.354 -0.238 1.586 -0.433
C -1.84854 -1.86723 -0.81572 1.435 0.691 -1.395 -0.233
C -1.60819 1.23605 1.92677 1.585 -2.099 0.722 -1.142
C -1.22711 1.88009 -1.14573 -0.223 -2.168 -2.269 -1.163
N 2.69182 -0.15529 -0.16023 0.307 -0.576 -0.124 -0.487
O -1.78582 -0.89233 0.18511 0.157 0.631 0.069 -0.927
Si -0.95792 0.51965 0.21585 0.876 0.951 1.070 1.548
H 1.17833 -2.12614 1.52310 -0.929 -0.788 1.008 0.236
H 2.56058 -2.69804 0.59716 -0.888 -0.194 -0.460 0.228
H 0.78373 -2.66911 -0.20993 1.182 -0.082 1.299 0.232
H 3.59231 1.66901 0.15982 -0.814 -0.160 -1.821 0.223
H 1.79617 1.72578 -0.32649 1.005 -0.291 -0.123 0.175
H 2.90297 1.23228 -1.65318 0.803 0.521 0.683 0.219
H -2.82017 -2.26354 -0.59996 -0.527 -0.798 -1.152 0.201
H -1.05694 -2.62331 -0.70134 -0.438 -0.017 0.344 0.164
H -1.59244 -1.44758 -1.88017 -1.246 -0.611 1.679 0.168
H -2.65825 1.00529 2.21622 0.752 -0.216 -0.449 0.243
H -0.87487 0.71081 2.64987 -1.430 0.264 -0.728 0.234
H -1.41942 2.23679 2.23819 0.138 1.187 -0.546 0.232
H -1.41303 2.84714 -0.70120 -0.343 0.150 0.119 0.243
H -0.23109 1.93269 -1.66827 -1.062 0.088 0.225 0.239
H -2.05159 1.57293 -1.99083 1.912 0.894 2.169 0.244
```
Forces are in eV/Å.

Values from the calculation:
- Energy relative to the best compared isomer or geometry (same formula, charge and spin): 97.9 kcal/mol
- HOMO energy (alpha / beta): -6.91 / -6.91 eV
- Gap between HOMO and LUMO (alpha / beta): 7.51 / 7.51 eV
- LUMO energy (alpha / beta): 0.60 / 0.60 eV